# 1
A cluster of 2 separate species, C5H15NO in total in a non-equilibrium geometry. Source: the OMol25 dataset; level of theory: ωB97M-V/def2-TZVPD.

Summary:
HOMO-LUMO gap = 8.7 eV
E_HOMO = -7.901 eV

XYZ file:
```
22
Properties=species:S:1:pos:R:3:forces:R:3
C -0.5006 -2.0616 -0.0409 -0.2 0.3 2.7
N 0.0277 -0.7397 -0.2312 -0.3 1.1 -0.5
C -0.8747 0.4058 -0.1610 0.3 -1.3 -4.5
C 1.3849 1.0259 0.7887 0.7 2.6 2.0
C 1.4195 -0.2625 0.0197 -2.1 -1.1 0.3
C 2.1624 -0.0963 -1.2277 2.4 -1.5 -0.5
H 0.2980 -2.7603 0.1840 0.4 -0.2 -0.6
H -1.1030 -2.4376 -0.9022 0.2 0.3 0.9
H -1.0300 -2.1190 1.0308 0.1 0.0 -2.3
H -1.7339 0.2411 -0.8872 0.5 0.0 1.1
H -1.2064 0.6136 0.8214 -0.5 0.8 1.0
H -0.2531 1.1576 -0.7399 -1.5 0.0 1.3
H 2.3213 1.1574 1.3929 -0.4 -0.1 -0.9
H 1.3172 2.0683 0.0965 -0.2 -3.0 2.1
H 0.6252 0.9216 1.6595 0.9 0.8 -1.8
H 1.8793 -1.0332 0.5829 0.7 -0.7 1.0
H 3.0714 0.4121 -0.9573 0.9 0.1 0.2
H 1.6894 0.6953 -1.7665 -0.7 -0.3 -1.6
H 2.5525 -1.1218 -1.6397 -1.4 2.1 -0.1
H -3.7740 1.5251 1.3498 2.1 0.5 2.2
H -3.8935 1.0370 -0.0583 0.4 -0.2 -0.4
O -4.3797 1.3711 0.6856 -2.4 -0.3 -1.7
```
Forces are in eV/Å.


# 2
A cluster of 2 separate species, C4H8FN in total in a non-equilibrium geometry. Source: the OMol25 dataset; level of theory: ωB97M-V/def2-TZVPD.

Summary:
HOMO-LUMO gap = 8.7 eV
E_HOMO = -7.987 eV

XYZ file:
```
14
Properties=species:S:1:pos:R:3:forces:R:3
C 2.2966 -1.5248 -0.3070 0.7 2.1 0.0
C 0.7875 0.3717 -0.7142 1.7 -1.6 -0.8
C -1.1003 1.4663 0.2172 -3.3 1.1 -1.2
C -0.7852 -0.8270 0.6517 0.6 -1.8 0.3
N -0.2644 0.3330 0.0143 0.6 0.6 -0.1
F 0.8542 1.5623 -1.3413 0.4 -0.2 0.3
H 1.9568 -2.1692 -1.1249 -0.1 0.2 -0.5
H 3.2038 -0.9151 -0.7266 -1.5 -1.0 0.4
H -0.6506 2.4738 0.2263 0.1 -0.9 0.0
H -1.9777 1.4600 -0.5748 1.7 0.2 1.4
H -1.5919 1.2199 1.1500 -0.2 0.8 0.2
H -1.0852 -0.5395 1.6282 -1.0 0.2 0.7
H -1.5407 -1.2743 0.0251 -0.7 0.1 0.1
H -0.1030 -1.6370 0.8758 0.9 0.2 -0.6
```
Forces are in eV/Å.


# 3
An isolated molecule of C4H4N2OS in a non-equilibrium geometry. Source: the OMol25 dataset; level of theory: ωB97M-V/def2-TZVPD.

Summary:
HOMO-LUMO gap = 7.7 eV
E_HOMO = -9.259 eV

XYZ file:
```
12
Properties=species:S:1:pos:R:3:forces:R:3
C -1.1683 -0.8690 -1.7927 -2.8 2.1 -2.0
C -0.6381 -1.8215 -0.7074 0.8 0.3 -3.2
C 0.8270 0.4873 1.2014 -0.9 3.3 1.7
C 0.7715 2.0880 1.2011 3.6 -2.5 3.7
H -1.3117 0.3144 -1.3202 0.4 -3.3 -1.7
H -0.5076 -2.8544 -0.9865 -1.1 -0.7 0.3
H 0.9935 -0.0809 2.1338 0.2 0.5 -0.4
H 0.1639 2.6799 0.5549 -0.4 0.0 -0.6
N 0.1849 -1.4633 0.1615 1.6 2.5 1.5
N 0.4310 0.0149 0.1421 -1.8 -3.1 -2.5
O -1.5603 -1.1705 -2.9590 2.0 0.8 5.0
S 1.8142 2.6751 2.3709 -1.7 0.0 -1.8
```
Forces are in eV/Å.


# 4
A structure of composition C11H32BrFInN10O9P in a non-equilibrium geometry. Source: the OMol25 dataset; level of theory: ωB97M-V/def2-TZVPD.

Summary:
HOMO-LUMO gap = 4.1 eV
E_HOMO = -0.274 eV
Charge = -2

XYZ file:
```
66
Properties=species:S:1:pos:R:3:forces:R:3
C 3.2963 4.2144 -0.3420 0.1 0.0 -0.6
C 2.0847 3.8692 -1.2229 0.2 0.7 -0.1
O 2.0940 4.7713 -2.3880 -0.1 -0.1 -0.1
C 0.7698 4.0551 -0.5218 0.4 -0.6 -0.1
In 0.0965 2.3641 0.8055 -0.7 1.2 0.4
C -1.6690 1.2728 -0.0837 1.3 -0.3 0.5
C -1.5199 -0.2237 0.1830 0.0 1.6 -0.7
F -0.8899 -0.8338 -0.9277 0.1 -0.3 0.0
C -0.5838 3.0822 2.8321 0.1 0.2 0.4
O -0.6081 4.3020 3.1033 0.0 -0.4 -0.3
O -0.9618 2.1457 3.6092 0.0 -0.1 0.1
P 1.8878 0.4931 0.9871 -0.2 -0.9 0.1
O 2.2823 0.1817 -0.6605 0.2 0.0 0.1
Br 3.8457 1.2936 1.8346 0.2 0.2 -0.2
H 3.0197 4.5895 0.6364 -0.1 -0.2 0.2
H 3.9692 3.3660 -0.2794 0.1 -0.1 0.4
H 3.8602 5.0071 -0.8338 0.0 0.2 -0.1
H 2.2347 2.8642 -1.6262 -0.2 -0.2 0.0
H 2.9277 4.6344 -2.8465 0.1 0.0 0.0
H 0.8584 4.9465 0.0947 -0.3 0.2 0.1
H 0.0086 4.2057 -1.2851 -0.2 0.0 0.0
H -2.5767 1.5927 0.4144 -0.1 0.4 0.0
H -1.7347 1.4838 -1.1427 -0.3 -0.2 -0.3
H -0.8632 -0.3787 1.0343 -0.1 -0.5 0.2
H -2.4900 -0.6659 0.3297 0.0 -0.6 0.0
H 1.5004 0.4900 -1.1328 0.0 0.1 -0.2
C -2.9558 -2.3411 2.9555 0.3 0.3 0.1
O -3.0872 -2.2506 1.7490 -0.5 -0.4 0.1
N -3.9777 -2.7566 3.7819 0.0 -0.1 0.0
N -1.7909 -2.0248 3.5827 0.0 -0.3 -0.1
H -3.8913 -2.8278 4.7765 0.0 0.1 0.0
H -4.8500 -2.9869 3.3486 0.0 0.0 0.0
H -1.0343 -1.6914 3.0092 0.0 0.2 0.0
H -1.6604 -2.0741 4.5737 0.0 0.1 0.0
C -4.6974 0.3526 -2.4816 0.1 -0.3 0.1
O -4.2331 1.3297 -1.9427 -0.3 0.2 -0.2
N -4.8407 -0.8449 -1.8292 -0.2 0.1 0.0
N -5.1133 0.3538 -3.7979 -0.1 0.0 0.0
H -5.2133 -1.6700 -2.2551 0.1 0.0 0.0
H -4.5294 -0.8841 -0.8740 0.1 0.0 0.0
H -5.0148 1.2124 -4.3037 0.0 0.0 0.0
H -5.4935 -0.4473 -4.2618 0.0 0.0 0.0
C 4.4599 -1.7865 -3.4559 -0.1 0.2 0.1
O 5.0488 -2.5320 -4.2404 -0.1 0.0 0.0
N 4.5525 -1.8984 -2.1119 0.1 0.0 0.2
N 3.6474 -0.7760 -3.8809 -0.1 0.0 -0.2
H 4.0614 -1.2839 -1.4818 -0.2 0.1 0.1
H 5.1333 -2.6244 -1.7398 0.0 0.0 0.0
H 3.5446 -0.6500 -4.8690 0.0 0.0 0.0
H 3.1587 -0.1639 -3.2493 0.0 -0.1 0.1
C 2.9056 -5.7626 -5.3799 -0.1 0.2 0.1
O 3.9078 -6.3130 -5.8071 -0.1 -0.1 0.0
N 1.6868 -6.4050 -5.3521 0.0 -0.1 -0.1
N 2.8926 -4.4912 -4.9005 0.1 -0.1 -0.2
H 0.8470 -5.9834 -5.0062 0.0 0.0 0.0
H 1.6571 -7.3445 -5.6961 0.0 0.0 0.0
H 3.7574 -3.9647 -4.8875 0.1 0.0 0.1
H 2.0629 -4.0492 -4.5530 0.0 0.0 0.0
C -1.1128 1.9357 7.5894 -0.2 -0.2 -0.4
O -0.2893 2.7912 7.8724 0.0 -0.1 0.2
N -1.6921 1.1573 8.5882 0.0 0.0 0.2
N -1.5370 1.6578 6.3377 0.4 0.5 0.2
H -2.3712 0.4450 8.4080 0.0 0.0 -0.1
H -1.4033 1.3323 9.5302 0.0 0.0 0.0
H -1.1591 2.1899 5.5380 -0.2 -0.3 -0.4
H -2.2151 0.9477 6.1449 0.0 0.0 -0.1
```
Forces are in eV/Å.


# 5
An isolated molecule of C18H23NO3. Source: the OMol25 dataset; level of theory: ωB97M-V/def2-TZVPD.

Summary:
HOMO-LUMO gap = 10.1 eV
E_HOMO = -9.227 eV

XYZ file:
```
45
Properties=species:S:1:pos:R:3:forces:R:3
O 0.6638 0.6750 1.5999 0.1 0.0 0.3
C 0.9795 1.1159 0.5221 0.0 0.0 0.1
O 0.1518 1.8283 -0.2364 -0.2 0.3 -0.4
H -0.7326 1.9272 0.1721 0.3 -0.2 0.1
C 2.3400 0.9559 -0.1161 0.0 0.0 0.2
C 3.3019 1.9760 0.5076 -0.1 -0.1 -0.1
C 4.7120 1.7151 0.0756 0.0 0.2 0.1
C 5.1104 0.5716 -0.4552 0.1 -0.1 -0.1
C 4.2097 -0.6019 -0.6693 -0.2 0.0 0.0
H 4.7192 -1.5178 -0.3594 0.0 0.0 0.0
H 3.9840 -0.7075 -1.7357 0.0 -0.1 0.1
C 2.8936 -0.4649 0.0931 -0.1 0.0 -0.4
C 1.8559 -1.4491 -0.4425 0.4 -0.1 0.6
O 1.7327 -1.6847 -1.6271 -0.1 0.1 -0.4
N 1.0924 -2.0245 0.5141 -0.1 -0.3 0.3
H 1.1471 -1.6437 1.4484 0.1 0.1 -0.2
C -0.1521 -2.6898 0.1901 -0.2 0.1 -0.1
H -0.1149 -2.9320 -0.8741 0.0 -0.1 0.1
C -1.3271 -1.7612 0.4939 0.0 -0.4 -0.3
H -1.1489 -0.8158 -0.0225 0.0 0.0 0.1
H -1.3456 -1.5547 1.5670 0.0 0.1 0.1
C -2.6765 -2.3145 0.0518 0.1 0.2 0.3
H -2.6903 -2.3958 -1.0365 0.0 -0.1 -0.1
H -2.8239 -3.3139 0.4663 0.0 -0.1 -0.1
C -3.8227 -1.4031 0.5170 0.1 -0.2 -0.2
C -3.5944 0.0179 0.0860 -0.1 0.0 0.1
C -3.8081 0.3991 -1.2333 0.0 0.0 0.1
C -3.5520 1.6940 -1.6478 0.0 0.0 -0.1
C -3.0759 2.6314 -0.7470 0.0 0.1 0.0
C -2.8606 2.2639 0.5728 -0.1 0.1 0.1
C -3.1211 0.9664 0.9845 0.0 0.0 0.0
H -2.9515 0.6894 2.0151 0.0 -0.1 0.1
H -2.5112 2.9949 1.2896 0.0 0.1 0.1
H -2.8762 3.6425 -1.0686 0.0 0.1 0.0
H -3.7251 1.9740 -2.6761 0.0 0.0 -0.1
H -4.1809 -0.3270 -1.9412 0.0 -0.1 -0.1
H -3.8927 -1.4467 1.6056 -0.1 0.0 0.0
H -4.7623 -1.7717 0.0998 0.0 0.0 0.1
H -0.2281 -3.6161 0.7676 0.0 0.0 -0.1
H 3.0523 -0.6260 1.1626 0.0 0.0 0.0
H 6.1372 0.4403 -0.7659 0.2 0.1 0.0
H 5.4071 2.5290 0.2251 0.2 0.0 0.0
H 3.0059 2.9863 0.2147 0.0 0.0 0.1
H 3.2359 1.9182 1.5998 -0.1 0.1 0.0
H 2.2425 1.1500 -1.1871 0.0 0.0 0.1
```
Forces are in eV/Å.


# 6
A structure of composition C2H27O12Pb in a non-equilibrium geometry. Source: the OMol25 dataset; level of theory: ωB97M-V/def2-TZVPD.

Summary:
Expectation value of S² = 0.758
HOMO-LUMO gap (alpha / beta) = 6.1 / 4.6 eV
E_HOMO (alpha / beta) = -15.746 / -15.399 eV
Charge = +2
Spin multiplicity = 2

XYZ file:
```
42
Properties=species:S:1:pos:R:3:forces:R:3
Pb 0.8434 -23.2149 -9.1738 -0.1 -1.7 -0.2
C 0.7762 -26.9601 -10.4495 0.0 0.4 0.3
C -0.1657 -26.0245 -11.2341 -1.1 -0.6 0.4
O -0.7398 -24.8681 -10.6268 2.1 -0.3 0.2
H 1.5978 -26.3998 -10.0032 0.1 -0.1 0.0
H 1.2160 -27.7357 -11.0765 -0.1 0.3 -0.5
H 0.2683 -27.5397 -9.6786 -0.3 0.5 0.0
H -1.0056 -26.5773 -11.6550 0.0 -0.1 -0.2
H 0.3787 -25.6308 -12.0924 -0.2 0.3 -0.3
O -2.5018 -25.5426 -14.4913 0.1 0.3 0.1
H -2.1266 -26.4078 -14.3275 0.2 -0.7 0.0
H -2.2360 -25.3313 -15.3862 -0.1 0.2 -0.3
O 0.7815 -25.2927 -7.6453 0.5 1.6 -0.5
H 0.1805 -24.9225 -6.9988 -0.6 -0.2 0.6
H 0.7659 -26.2347 -7.4758 -0.1 -0.6 -0.2
O 1.6278 -31.2686 -11.3615 0.6 -0.1 0.4
H 1.0224 -31.9928 -11.5206 0.0 -0.3 0.0
H 1.0644 -30.5334 -11.1201 0.0 0.0 -0.2
O -2.0635 -25.8878 -8.3891 0.0 1.1 0.2
H -1.7784 -26.7672 -8.1408 -0.1 -0.7 0.2
H -1.5635 -25.6879 -9.1805 -0.3 0.0 -0.3
O -1.0899 -28.3050 -7.8291 0.5 0.0 0.0
H -0.3387 -28.6375 -8.3205 0.1 -0.4 -0.1
H -1.2846 -28.9937 -7.1934 -0.3 -0.3 0.4
O -0.3804 -29.7335 -12.2156 -0.1 0.7 0.3
H -0.5943 -30.2434 -12.9969 0.1 -0.6 -0.3
H -1.0765 -29.9446 -11.5933 -0.5 -0.1 0.2
O 3.0348 -24.2479 -9.5960 -1.3 1.0 -0.1
H 3.5310 -25.0291 -9.3518 0.7 -0.9 0.4
H 3.6870 -23.6577 -9.9736 0.5 0.3 -0.4
O 2.3371 -24.8037 -13.3787 0.2 0.1 0.5
H 1.7824 -25.2935 -12.7716 0.2 -0.2 -0.2
H 1.7344 -24.2146 -13.8325 -0.1 0.2 -0.4
O -1.1574 -28.0262 -14.1532 -0.2 0.5 -0.3
H -0.8307 -28.4473 -13.3581 0.1 -0.2 0.5
H -0.5550 -28.3110 -14.8404 0.1 0.0 -0.4
O 4.8508 -26.6125 -8.8400 -0.8 0.6 -0.4
H 5.5511 -26.9812 -8.3017 0.4 0.0 0.1
H 4.0456 -26.8408 -8.3755 0.0 -0.5 0.3
O -3.2443 -24.3908 -12.1979 -0.1 0.4 1.0
H -2.5242 -24.4145 -11.5677 -0.1 0.0 0.2
H -2.8823 -24.7861 -12.9909 0.0 -0.3 -1.1
```
Forces are in eV/Å.


- Number 3 is which compound?
  C4H4N2OS